(1)
A molecular structure, C11H22N2O3S. Source: the Open Molecules 2025 dataset; level of theory: the ωB97M-V functional and the def2-TZVPD basis.

HOMO level ... -7.82 eV
Total charge ... 0
HOMO-LUMO gap ... 0.3167 hartree
LUMO energy ... 0.79 eV

Geometry (Å):
C  1.860  1.323  2.023
N  1.591  0.499  0.747
C  0.924  0.915  -0.388
N  0.001  1.794  -0.132
C  -0.698  1.798  0.950
H  -0.709  2.649  1.766
H  -0.537  0.927  1.883
H  -1.807  1.494  0.658
C  -0.458  2.454  -1.226
C  -1.469  1.784  -2.124
H  -0.947  0.787  -2.583
H  -1.827  2.263  -2.866
O  -2.374  1.268  -1.440
C  -3.024  -0.185  -1.758
H  -3.710  -0.388  -1.220
C  -1.902  -1.219  -1.534
O  -1.472  -1.248  -0.313
C  -0.354  -2.195  -0.145
C  -0.039  -2.392  1.122
O  1.334  -2.792  1.480
C  2.425  -1.841  1.689
H  2.033  -1.445  2.898
H  3.185  -2.463  1.921
C  2.548  -0.713  0.888
H  3.676  -0.547  0.639
H  2.464  -1.089  -0.351
H  0.004  -1.181  1.689
H  -0.669  -3.179  1.714
H  -0.566  -3.227  -0.482
H  0.416  -1.767  -0.793
H  -1.071  -1.126  -2.353
H  -2.262  -2.202  -2.152
H  -3.353  -0.093  -2.817
H  0.387  2.992  -1.790
H  -1.016  3.410  -0.717
S  1.462  0.442  -1.806
H  1.648  2.249  1.621
H  2.876  1.378  2.394
H  1.431  0.866  2.907

natural (NBO) population analysis, charges in e, atoms 1 to 2: C -0.41; N -0.46



(2)
A molecular structure, C2H4NO. Source: the Open Molecules 2025 dataset; level of theory: the ωB97M-V functional and the def2-TZVPD basis.

HOMO level (alpha / beta) ... -16.27 / -16.35 eV
Total charge ... +1
HOMO-LUMO gap (alpha / beta) ... 0.3120 / 0.3193 hartree
LUMO energy (alpha / beta) ... -7.78 / -7.66 eV

Geometry (Å):
C  -0.473  -0.474  0.885
C  -0.047  0.637  0.200
N  0.559  0.087  -1.536
O  1.082  -0.850  -1.832
H  -1.461  -0.691  0.697
H  0.848  1.189  0.512
H  -0.693  1.466  -0.061
H  0.186  -1.363  1.135

natural (NBO) population analysis, charges in e, atoms 1 to 2: C -0.06; C -0.47



(3)
A molecular structure, C25H41Cl12IN2OS. Source: the Open Molecules 2025 dataset; level of theory: the ωB97M-V functional and the def2-TZVPD basis.

HOMO level ... -8.41 eV
Total charge ... 0
HOMO-LUMO gap ... 0.3002 hartree
LUMO energy ... -0.24 eV

Geometry (Å):
C  -2.772  -2.741  2.047
C  -1.682  -1.985  1.276
C  -1.226  -0.716  2.017
C  -0.559  -1.061  3.349
C  -0.438  0.188  1.090
C  -1.091  0.825  0.092
C  -0.475  1.685  -0.862
O  -1.323  2.255  -1.781
C  -1.109  1.893  -3.144
C  -1.805  0.595  -3.635
C  -2.766  -0.047  -2.636
C  -0.776  -0.424  -4.164
C  -0.083  0.063  -5.435
C  0.264  -0.837  -3.109
C  0.851  1.983  -0.830
C  1.468  2.969  -1.800
C  2.671  3.768  -1.300
C  2.359  4.560  -0.040
I  4.141  4.902  1.116
C  1.594  1.311  0.185
N  2.911  1.405  0.387
S  3.285  0.472  1.623
N  1.840  -0.123  1.992
C  0.972  0.418  1.134
H  -3.408  -3.298  1.359
H  -3.430  -2.021  2.544
H  -2.366  -3.404  2.808
H  -2.133  -1.660  0.336
H  -0.822  -2.630  1.088
H  -2.144  -0.167  2.253
H  0.155  -1.875  3.210
H  -0.036  -0.218  3.792
H  -1.316  -1.432  4.040
H  -2.159  0.681  -0.004
H  -1.498  2.730  -3.725
H  -0.046  1.834  -3.367
H  -2.404  0.877  -4.506
H  -2.254  -0.800  -2.034
H  -3.219  0.677  -1.963
H  -3.568  -0.568  -3.160
H  -1.338  -1.330  -4.414
H  0.733  0.757  -5.226
H  0.345  -0.779  -5.983
H  -0.779  0.556  -6.118
H  1.095  -0.125  -3.108
H  -0.143  -0.845  -2.099
H  0.695  -1.806  -3.361
H  1.752  2.436  -2.713
H  0.677  3.673  -2.075
H  2.930  4.472  -2.094
H  3.537  3.127  -1.172
H  1.689  4.029  0.628
H  1.992  5.557  -0.263
C  -6.333  -4.926  0.618
Cl  -5.844  -5.128  2.302
Cl  -5.360  -3.723  -0.241
H  -6.217  -5.880  0.119
H  -7.366  -4.601  0.592
C  5.714  3.488  4.708
Cl  6.130  3.363  6.420
Cl  6.655  4.733  3.875
H  5.915  2.535  4.233
H  4.664  3.743  4.617
C  -1.283  -7.095  3.025
Cl  -2.863  -6.445  2.577
Cl  -0.623  -6.297  4.462
H  -1.387  -8.151  3.234
H  -0.601  -6.935  2.199
C  -0.037  -9.283  -0.274
Cl  -1.354  -9.773  0.801
Cl  -0.115  -7.563  -0.673
H  0.904  -9.478  0.225
H  -0.113  -9.854  -1.191
C  1.580  4.868  5.771
Cl  2.675  5.495  7.005
Cl  2.165  3.348  5.079
H  0.613  4.686  6.223
H  1.504  5.597  4.974
C  2.539  6.802  -4.609
Cl  1.677  6.554  -3.085
Cl  2.069  5.617  -5.833
H  2.305  7.793  -4.977
H  3.601  6.701  -4.420

Mulliken population analysis, charges in e, atoms 1 to 2: C -0.88; C 0.22



(4)
A molecular structure, C6H10. Source: the Open Molecules 2025 dataset; level of theory: the ωB97M-V functional and the def2-TZVPD basis.

HOMO level ... -8.75 eV
Total charge ... 0
HOMO-LUMO gap ... 0.3637 hartree
LUMO energy ... 1.15 eV

Geometry (Å):
C  1.409  -0.602  -0.458
C  0.153  -1.220  0.093
C  -0.473  -0.505  1.290
C  -0.658  1.002  0.856
C  -0.485  1.048  -0.762
C  0.077  -0.279  -1.085
H  1.962  0.156  0.098
H  2.035  -1.255  -1.063
H  0.004  -2.290  -0.004
H  -1.427  -0.999  1.534
H  0.132  -0.586  2.213
H  0.070  1.627  1.362
H  -1.650  1.342  1.216
H  0.208  1.468  -1.880
H  -1.382  1.419  -1.234
H  0.064  -0.282  -2.177

natural (NBO) population analysis, charges in e, atoms 1 to 2: C -0.43; C -0.23